Formula: H2NO2P
Source: the Open Molecules 2025 dataset
Level of theory: ωB97M-V/def2-TZVPD

Computed properties:
Kohn-Sham gap = 0.37082 hartree
structure (SMILES) = O=[N+]([O-])P

Geometry as ORCA input:
```
! wB97M-V def2-TZVPD RIJCOSX def2/J DEFGRID3
* xyz 0 1
O 1.617 -0.528 0.085
N 0.582 0.145 0.458
O 0.624 1.082 1.207
P -1.024 -0.176 0.041
H -0.914 0.759 -1.086
H -0.885 -1.283 -0.705
*
```

---

Formula: H2NO2P
Source: the Open Molecules 2025 dataset
Level of theory: ωB97M-V/def2-TZVPD

Computed properties:
Kohn-Sham gap (spin up / spin down) = 0.31006 / 0.30771 hartree
structure (SMILES) = O=N[PH2]=O

Geometry as ORCA input:
```
! wB97M-V def2-TZVPD RIJCOSX def2/J DEFGRID3
* xyz 0 1
O 1.873 -0.841 -0.305
N 1.199 -0.391 0.614
P -0.397 0.203 0.111
O -0.243 1.653 0.024
H -1.561 -0.327 0.754
H -0.871 -0.296 -1.197
*
```

---

Formula: H2NO3PS
Source: the Open Molecules 2025 dataset
Level of theory: ωB97M-V/def2-TZVPD

Computed properties:
Kohn-Sham gap = 0.19459 hartree

Geometry as ORCA input:
```
! wB97M-V def2-TZVPD RIJCOSX def2/J DEFGRID3
* xyz -2 1
N -1.557 0.539 -1.935
O 1.921 0.548 0.215
O -0.355 -0.352 2.665
O 0.670 -1.566 -0.332
P 0.603 -0.145 0.199
S -0.357 1.294 -1.109
H 0.496 0.116 2.633
H -1.422 -0.435 -2.336
*
```

---

Formula: H2NO3S2
Source: the Open Molecules 2025 dataset
Level of theory: ωB97M-V/def2-TZVPD

Computed properties:
Kohn-Sham gap = 0.29147 hartree
structure (SMILES) = NSS(=O)(=O)[O-]

Geometry as ORCA input:
```
! wB97M-V def2-TZVPD RIJCOSX def2/J DEFGRID3
* xyz -1 1
N 0.309 0.044 -1.736
S 1.499 -0.495 -0.578
S -0.205 -0.060 1.194
O -1.351 -0.960 0.885
O 0.462 -0.387 2.470
O -0.346 1.337 0.886
H -0.418 -0.507 -1.236
H 0.050 1.028 -1.886
*
```